Record 1
Computed, not measured: a 18-piece molecular cluster, H36O18 overall, with ωB97M-V/def2-TZVPD.

Geometry as ORCA input:
```
! RIJCOSX wB97M-V def2-TZVPD def2/J DEFGRID3
* xyz -1 2
O 4.315 0.447 -2.549
O -1.225 -0.576 -5.244
O 4.897 -1.632 2.467
O 0.765 0.607 2.912
O -1.683 0.490 3.887
O 0.832 5.706 -1.736
O -5.410 1.251 -1.379
O -1.358 3.253 -2.454
O 2.874 -4.032 -1.702
O -0.763 1.507 0.008
O 2.158 -4.131 1.256
O -1.996 4.483 2.596
O -0.836 -4.135 -0.477
O 0.433 -2.647 -3.073
O -3.383 1.992 0.634
O -1.619 -2.573 1.367
O -1.458 -0.939 -2.266
O 3.942 0.519 5.198
H 3.727 -0.313 4.736
H 1.943 -4.338 -1.647
H -0.994 2.248 0.577
H 0.619 0.867 3.826
H -0.933 -3.232 -0.773
H 4.898 0.950 -3.126
H -1.501 -1.762 1.884
H -0.674 2.863 -3.030
H -1.770 -0.492 -1.472
H -0.312 -0.379 -5.013
H -1.600 3.654 2.896
H 2.512 -3.419 -2.366
H -4.546 0.948 -1.653
H -2.388 4.715 3.450
H -1.750 -1.787 -2.594
H 3.037 -4.408 1.498
H 1.160 5.857 -0.850
H -3.204 2.897 0.904
H -5.293 1.692 -0.527
H -1.193 1.665 -0.838
H 3.996 0.955 4.327
H 4.232 -2.253 2.148
H -1.013 0.369 3.173
H 4.567 -0.776 2.173
H -2.030 3.081 -3.134
H 1.289 1.173 2.342
H 0.052 5.171 -1.841
H -0.031 -2.403 -3.878
H -2.559 -2.735 1.517
H -3.101 1.363 1.309
H 1.965 -4.064 0.322
H -1.483 -0.293 4.426
H -1.036 -3.960 0.469
H -1.627 -1.132 -4.568
H -0.220 -2.763 -2.385
H 4.775 0.450 -1.727
*
```

## Properties
expectation value of S²	0.75
LUMO energy (alpha / beta)	2.12 / 2.01	eV
M	324.27	g mol⁻¹
energy relative to the best compared isomer or geometry (same formula, charge and spin)	49.7	kcal/mol

For reference, the Mulliken charges in units of e are: -0.656 -0.607 -0.648 -0.886 -0.557 -0.710 -0.674 -0.789 -0.707 -0.360 -0.698 -0.756 -0.635 -0.531 -0.773 -0.811 -0.929 -0.639 0.335 0.332 0.172 0.399 0.295 0.319 0.252 0.354 0.307 0.342 0.288 0.333 0.314 0.378 0.352 0.300 0.343 0.304 0.338 0.154 0.306 0.334 0.262 0.289 0.324 0.398 0.346 0.247 0.344 0.277 0.379 0.294 0.470 0.293 0.273 0.318

=====

Record 2
Computed, not measured: a 19-piece molecular cluster, H37O19 overall, with ωB97M-V/def2-TZVPD.

Geometry as ORCA input:
```
! RIJCOSX wB97M-V def2-TZVPD def2/J DEFGRID3
* xyz 0 2
O -2.429 1.179 0.474
O 0.538 -2.219 1.542
O 3.260 -0.384 0.340
O -2.555 -2.731 -1.137
O -1.320 1.079 -3.913
O 2.006 -2.128 -1.225
O 2.242 2.795 2.185
O 4.108 -0.800 2.742
O -3.769 -1.064 -2.841
O -0.433 -2.794 -2.450
O -2.845 -1.671 1.926
O -4.027 1.847 -1.652
O 1.349 0.130 3.395
O 0.105 3.363 -1.605
O 0.839 0.172 1.024
O 2.551 1.650 -1.915
O -1.744 0.076 3.603
O 1.903 -0.887 -3.900
O -0.128 2.399 2.983
H 0.854 -1.333 1.173
H -1.338 -0.682 3.612
H -3.581 2.456 -1.136
H 0.313 2.015 2.116
H -4.018 -1.855 -2.181
H 2.931 -1.635 -1.169
H 1.704 -2.126 -0.345
H 2.318 0.255 3.295
H 0.664 3.082 -0.803
H -2.989 -0.552 -2.613
H -2.085 -2.254 1.903
H -2.511 -2.616 -0.269
H 1.966 0.147 -4.130
H -0.965 -2.142 -2.044
H -1.705 0.614 -4.652
H 2.423 -0.004 0.644
H 3.220 -1.020 2.938
H -2.597 0.441 1.066
H 1.180 -2.946 1.418
H 2.779 1.004 -2.537
H 1.130 0.832 4.058
H -2.278 -3.457 -1.552
H 0.485 -0.058 1.919
H -2.620 -0.908 2.489
H 1.484 3.234 2.704
H 1.937 1.936 2.208
H 0.440 -2.658 -2.409
H -0.611 3.136 2.767
H 0.801 2.958 -2.332
H 2.288 1.262 -0.991
H 3.874 0.282 0.053
H -1.442 1.205 0.499
H 2.092 -0.950 -3.030
H -4.194 0.923 -1.140
H 4.134 -0.546 1.762
H -2.072 1.055 -3.214
H -1.213 0.822 3.330
*
```

## Properties
expectation value of S²	0.75
LUMO energy (alpha / beta)	-0.93 / -5.70	eV
M	341.28	g mol⁻¹
energy relative to the best compared isomer or geometry (same formula, charge and spin)	90.2	kcal/mol

For reference, the Mulliken charges in units of e are: -0.469 -0.689 -0.725 -0.493 -0.575 -0.664 -0.701 -0.688 -0.586 -0.591 -0.705 -0.619 -0.590 -0.627 0.022 -0.637 -0.727 -0.574 -0.737 0.603 0.304 0.282 0.312 0.336 0.339 0.152 0.282 0.251 0.151 0.284 0.226 0.339 0.359 0.297 0.376 0.267 0.307 0.269 0.195 0.374 0.277 -0.047 0.461 0.450 0.291 0.277 0.263 0.397 0.304 0.379 0.131 0.349 0.338 0.470 0.338 0.390

=====

Record 3
Computed, not measured: a 20-piece molecular cluster, H38O23P overall, with ωB97M-V/def2-TZVPD.

Geometry as ORCA input:
```
! RIJCOSX wB97M-V def2-TZVPD def2/J DEFGRID3
* xyz -3 1
P -0.054 0.270 0.047
O -0.954 3.706 -0.595
O 3.152 -0.143 1.103
O -2.916 -3.980 -0.727
O 1.466 -2.384 0.114
O -1.150 1.183 -0.266
O 0.649 -0.234 -3.567
O 1.086 -1.211 2.920
O 0.689 0.579 1.277
O -1.501 1.390 -2.630
O 0.006 1.127 3.783
O -1.776 2.544 1.975
O -1.593 -2.689 1.441
O -2.848 -1.270 -1.083
O 3.128 0.520 -1.888
O 2.246 -2.641 -2.575
O 1.175 2.685 -1.673
O -2.050 -0.471 2.940
O -3.539 1.367 -0.642
O 1.761 2.851 1.126
O 0.889 0.327 -1.042
O -0.587 -1.172 -0.117
O -0.521 -2.691 -2.007
O 3.084 1.134 3.461
H 0.639 -1.920 -0.085
H 3.108 0.379 -2.800
H 0.918 -0.418 2.358
H -2.697 -3.089 -0.987
H -1.962 -1.193 2.273
H -3.746 2.096 -1.198
H 1.163 2.091 1.226
H -1.693 4.228 -0.215
H -3.144 -0.320 -1.023
H -1.367 1.313 -1.673
H -1.276 2.200 2.677
H 1.545 -0.172 -3.848
H 1.235 -1.914 2.295
H 2.087 -1.714 0.342
H -1.388 -2.467 -2.510
H -1.166 -0.112 2.998
H 3.362 0.496 0.419
H 2.521 0.503 3.869
H 0.666 -0.213 -2.519
H 2.201 0.296 -1.506
H 0.410 0.294 4.099
H -1.455 2.089 1.220
H -0.781 0.862 -2.933
H -2.785 -4.459 -1.539
H -2.610 1.443 -0.425
H 1.051 1.698 -1.637
H 2.235 0.158 1.225
H -1.114 -2.205 0.719
H 1.710 3.054 0.224
H 0.256 1.192 2.885
H -0.489 -2.036 -1.255
H 0.352 3.166 -1.415
H -0.994 2.775 -0.344
H 1.969 -2.695 -3.487
H -1.192 -3.535 1.494
H 1.439 -2.268 -2.174
H -1.913 -1.202 -0.657
H 3.064 0.800 2.533
*
```

## Properties
LUMO energy	7.18	eV
M	437.25	g mol⁻¹
energy relative to the best compared isomer or geometry (same formula, charge and spin)	62.9	kcal/mol

For reference, the Mulliken charges in units of e are: -1.221 -0.768 -0.888 -0.598 -0.864 -0.490 -0.725 -0.692 1.687 -0.764 -0.866 -0.729 -0.843 -0.887 -0.717 -0.639 -0.841 -0.851 -0.743 -0.824 0.067 0.036 -0.785 -0.759 -0.123 0.242 -0.337 0.381 0.231 0.318 -0.183 0.316 0.539 0.448 0.448 0.367 0.455 0.602 0.391 0.597 0.384 0.326 0.011 0.509 0.406 0.302 0.577 0.251 0.337 0.701 -0.240 0.429 0.657 0.095 0.319 0.465 0.076 0.251 0.237 0.344 0.165 0.408